C12H19N2RuS2 | ωB97M-V with the def2-TZVPD basis set

The geometry in XYZ format:
```
36
Properties=species:S:1:pos:R:3:forces:R:3
Ru -0.43620 -0.02030 -0.08206 -0.0601 -0.2286 0.0479
C -0.74601 2.44357 1.45825 -0.0053 -0.0191 0.0187
C -0.19704 1.46810 2.49589 -0.0021 -0.0066 -0.0164
N -0.15688 0.03765 2.00779 -0.0226 0.0178 0.0503
C 1.11165 -0.67436 2.39739 0.0076 -0.0065 -0.0097
C 2.30173 -0.11252 1.64202 0.0004 0.0051 0.0097
S 1.90621 -0.07498 -0.14382 0.0191 0.0194 0.0518
C 2.18292 1.64766 -0.68934 -0.0003 -0.0108 -0.0162
C 1.32383 2.64310 0.06866 0.0175 -0.0208 0.0177
N -0.11172 2.22038 0.12963 -0.0296 -0.0294 -0.0633
H -0.56999 3.46401 1.80691 -0.0014 -0.0062 0.0057
H -1.82176 2.31686 1.33610 0.0059 0.0048 0.0017
H -0.80323 1.51338 3.40034 -0.0033 0.0135 -0.0097
H 0.81506 1.74004 2.78531 -0.0020 0.0042 0.0000
H -0.93060 -0.46228 2.44504 0.0168 0.0066 0.0009
H 0.97232 -1.73268 2.17077 0.0044 0.0068 0.0064
H 1.26143 -0.58422 3.47611 0.0162 0.0068 -0.0087
H 3.17007 -0.76010 1.76564 -0.0056 -0.0018 -0.0025
H 2.58761 0.88816 1.96093 0.0066 0.0011 -0.0089
H 1.95676 1.61867 -1.75800 0.0051 0.0080 0.0058
H 3.24837 1.86298 -0.58972 -0.0028 0.0000 0.0036
H 1.40012 3.62295 -0.40586 0.0072 -0.0121 -0.0129
H 1.68902 2.76497 1.08693 -0.0010 0.0122 -0.0061
H -0.63927 2.73220 -0.57388 -0.0018 0.0188 0.0253
S -2.60438 -0.20337 -0.71157 0.0135 0.4694 -0.2212
C -4.27457 -0.17117 -0.30819 0.0371 -0.2807 0.1275
C -4.94983 1.07384 -0.15364 -0.0549 0.0556 -0.0335
C -6.29634 1.06712 0.05556 0.0438 0.0548 -0.0038
C -7.00109 -0.16672 0.09326 -0.0347 0.0163 0.0092
C -6.33668 -1.40100 -0.08392 0.0534 -0.0729 -0.0041
C -4.98756 -1.41398 -0.28220 -0.0366 -0.0202 0.0392
H -4.40032 2.00254 -0.22173 -0.0025 0.0027 0.0052
H -6.84267 1.99294 0.17938 0.0135 0.0049 0.0036
H -8.07273 -0.15628 0.25579 -0.0023 -0.0047 -0.0158
H -6.90268 -2.32308 -0.06500 0.0123 -0.0010 0.0035
H -4.45066 -2.34176 -0.42988 -0.0115 -0.0076 -0.0007
```
Positions in Å, forces in eV/Å.

Its total charge is +3. The LUMO energy (alpha / beta) comes out at -12.56 / -13.52 eV. As for the expectation value of S²: 6.047. As for the orbital gap (alpha / beta): 6.7 / 6.4 eV. The spin multiplicity is 5.

natural (NBO) population analysis, charges in e, atoms 1 to 5: 1.0190, -0.2551, -0.2622, -0.5756, -0.2527